This record from the Open Molecules 2025 dataset describes C2H6ORb as an isolated structure at a distorted geometry. The level of theory is ωB97M-V with the def2-TZVPD basis set.

Computed properties:
- E_LUMO: -0.161 hartree
- Energy relative to the best compared isomer or geometry (same formula, charge and spin): 15.8 kcal per mole
- Max |F|: 1.18 eV/Å
- Energy: -4868.088 eV

```
! wB97M-V def2-TZVPD RIJCOSX def2/J DEFGRID3
* xyz 1 1
Rb -5.409 -1.586 1.286
C 1.136 -0.152 0.672
C 0.596 0.294 -0.665
O -0.810 0.297 -0.600
H 2.225 -0.141 0.643
H 0.818 -1.113 1.077
H 0.742 0.556 1.401
H 0.894 -0.286 -1.538
H 0.873 1.320 -0.906
H -1.065 0.812 -1.369
*
```

Atomic partial charges in e from the natural (NBO) method, atoms 1 to 4: 1.00 -0.63 -0.06 -0.74


This record from the Open Molecules 2025 dataset describes the molecule C2H6OS at a distorted geometry. The level of theory is ωB97M-V with the def2-TZVPD basis set.

Computed properties:
- E_LUMO: 0.030 hartree
- Energy relative to the best compared isomer or geometry (same formula, charge and spin): 16.4 kcal per mole
- Max |F|: 4.83 eV/Å
- Energy: -15052.720 eV

```
! wB97M-V def2-TZVPD RIJCOSX def2/J DEFGRID3
* xyz 0 1
C -0.796 0.895 0.155
C 0.175 -0.122 -0.387
O -0.249 -1.415 -0.279
S 2.149 -0.015 0.315
H -1.695 0.568 -0.357
H -0.480 1.928 -0.185
H -1.075 0.749 1.276
H 0.453 0.014 -1.476
H -0.825 -1.376 0.515
H 2.342 -1.227 0.422
*
```

Atomic partial charges in e from the natural (NBO) method, atoms 1 to 4: -0.68 0.13 -0.68 -0.23


This record from the Open Molecules 2025 dataset describes a 2-piece molecular cluster, C2H6OS overall at a distorted geometry. The level of theory is ωB97M-V with the def2-TZVPD basis set.

Computed properties:
- E_LUMO: 0.031 hartree
- Energy relative to the best compared isomer or geometry (same formula, charge and spin): 13.6 kcal per mole
- Max |F|: 2.85 eV/Å
- Energy: -15052.842 eV

```
! wB97M-V def2-TZVPD RIJCOSX def2/J DEFGRID3
* xyz 0 1
C -0.344 0.235 1.618
C -0.398 1.757 1.601
O -0.276 2.366 0.537
H -1.308 -0.294 1.626
H 0.255 -0.035 0.719
H 0.193 -0.220 2.605
H -0.348 2.442 2.496
S 0.537 -1.808 -1.726
H -0.480 -1.163 -2.194
H -0.250 -2.686 -1.252
*
```

Atomic partial charges in e from the natural (NBO) method, atoms 1 to 4: -0.73 0.41 -0.53 0.24


This record from the Open Molecules 2025 dataset describes a 2-piece molecular cluster, C2H6OS overall at a distorted geometry. The level of theory is ωB97M-V with the def2-TZVPD basis set.

Computed properties:
- E_LUMO (spin up / spin down): 0.007 / 0.007 hartree
- Energy relative to the best compared isomer or geometry (same formula, charge and spin): 10.6 kcal per mole
- Max |F|: 3.66 eV/Å
- Energy: -15052.971 eV

```
! wB97M-V def2-TZVPD RIJCOSX def2/J DEFGRID3
* xyz 0 1
O -1.068 1.414 0.072
C -2.134 0.750 -0.309
S -2.549 -0.843 -0.029
H -0.514 0.789 0.439
H -2.759 1.425 -0.774
C 1.842 -0.676 0.108
H 2.650 -0.610 0.866
H 1.406 0.307 -0.165
H 2.092 -1.380 -0.710
H 1.032 -1.176 0.503
*
```

Atomic partial charges in e from the natural (NBO) method, atoms 1 to 4: -0.62 0.10 -0.14 0.49


This record from the Open Molecules 2025 dataset describes a 2-piece molecular cluster, C2H6OS2 overall at a distorted geometry. The level of theory is ωB97M-V with the def2-TZVPD basis set.

Computed properties:
- E_LUMO (spin up / spin down): 0.125 / 0.125 hartree
- Energy relative to the best compared isomer or geometry (same formula, charge and spin): 13.9 kcal per mole
- Max |F|: 3.12 eV/Å
- Energy: -25887.784 eV

```
! wB97M-V def2-TZVPD RIJCOSX def2/J DEFGRID3
* xyz -1 2
O -1.186 -0.823 3.002
C -1.036 -1.735 2.229
H -0.060 -2.214 2.120
H -1.955 -2.051 1.723
C 1.362 1.407 -0.661
S 0.947 0.170 -1.945
S -1.271 0.120 -2.033
H 1.031 2.404 -0.927
H 2.435 1.338 -0.475
H 0.969 1.002 0.278
H -1.234 0.382 -3.312
*
```

Atomic partial charges in e from the natural (NBO) method, atoms 1 to 4: -0.52 0.27 0.12 0.12


This record from the Open Molecules 2025 dataset describes a 2-piece molecular cluster, C2H6OS2 overall. The level of theory is ωB97M-V with the def2-TZVPD basis set.

Computed properties:
- E_LUMO: 0.010 hartree
- Energy relative to the best compared isomer or geometry (same formula, charge and spin): 15.6 kcal per mole
- Max |F|: 0.94 eV/Å
- Energy: -25888.021 eV

```
! wB97M-V def2-TZVPD RIJCOSX def2/J DEFGRID3
* xyz 0 1
C 1.060 -1.032 -1.412
C 2.265 -0.490 -1.309
O 3.198 -0.811 -0.363
H 0.479 -0.736 -2.269
H 0.684 -1.696 -0.648
H 2.629 0.370 -1.861
H 2.783 -1.222 0.404
S -1.882 -0.383 0.935
S -1.386 1.601 0.603
H -0.605 -0.741 0.739
H -1.825 1.625 -0.663
*
```

Atomic partial charges in e from the natural (NBO) method, atoms 1 to 4: -0.54 0.16 -0.69 0.22


This record from the Open Molecules 2025 dataset describes a 2-piece molecular cluster, C2H6OS2 overall at a distorted geometry. The level of theory is ωB97M-V with the def2-TZVPD basis set.

Computed properties:
- E_LUMO: -0.001 hartree
- Energy relative to the best compared isomer or geometry (same formula, charge and spin): 16.6 kcal per mole
- Max |F|: 5.55 eV/Å
- Energy: -25887.976 eV

```
! wB97M-V def2-TZVPD RIJCOSX def2/J DEFGRID3
* xyz 0 1
C -0.980 -2.074 0.640
C 0.440 -2.051 0.024
O 0.535 -2.446 -1.147
H -1.742 -2.669 0.214
H -0.886 -2.381 1.706
H -1.260 -1.046 0.686
H 1.278 -1.619 0.506
S 0.543 1.678 0.986
S -0.448 1.404 -0.883
H -0.596 2.179 1.640
H 0.655 0.557 -1.208
*
```

Atomic partial charges in e from the natural (NBO) method, atoms 1 to 4: -0.71 0.42 -0.54 0.24


This record from the Open Molecules 2025 dataset describes a 2-piece molecular cluster, C2H6OS2 overall at a distorted geometry. The level of theory is ωB97M-V with the def2-TZVPD basis set.

Computed properties:
- E_LUMO: 0.012 hartree
- Energy relative to the best compared isomer or geometry (same formula, charge and spin): 7.9 kcal per mole
- Max |F|: 1.50 eV/Å
- Energy: -25888.356 eV

```
! wB97M-V def2-TZVPD RIJCOSX def2/J DEFGRID3
* xyz 0 1
C -1.371 -0.345 0.489
C -1.225 0.272 -0.883
O -1.174 1.455 -1.065
H -2.168 0.216 0.985
H -1.679 -1.374 0.423
H -0.434 -0.249 1.037
H -1.178 -0.417 -1.715
S 2.511 -0.070 -0.773
S 2.314 0.239 1.220
H 1.974 -1.294 -0.820
H 2.429 1.567 1.103
*
```

Atomic partial charges in e from the natural (NBO) method, atoms 1 to 4: -0.74 0.45 -0.52 0.24


This record from the Open Molecules 2025 dataset describes a 2-piece molecular cluster, C2H6OS2 overall at a distorted geometry. The level of theory is ωB97M-V with the def2-TZVPD basis set.

Computed properties:
- E_LUMO: 0.015 hartree
- Energy relative to the best compared isomer or geometry (same formula, charge and spin): 11.5 kcal per mole
- Max |F|: 1.04 eV/Å
- Energy: -25888.200 eV

```
! wB97M-V def2-TZVPD RIJCOSX def2/J DEFGRID3
* xyz 0 1
C 2.332 -0.571 -0.727
O 2.973 0.119 0.023
H 1.333 -0.942 -0.462
H 2.752 -0.798 -1.722
C -0.154 1.608 0.406
S -1.055 0.439 -0.629
S -1.462 -1.068 0.741
H -0.768 1.827 1.282
H -0.058 2.500 -0.202
H 0.799 1.268 0.802
H -0.192 -1.157 1.235
*
```

Atomic partial charges in e from the natural (NBO) method, atoms 1 to 4: 0.27 -0.51 0.12 0.11


This record from the Open Molecules 2025 dataset describes a 2-piece molecular cluster, C2H6OS3 overall at a distorted geometry. The level of theory is ωB97M-V with the def2-TZVPD basis set.

Computed properties:
- E_LUMO: -0.006 hartree
- Energy relative to the best compared isomer or geometry (same formula, charge and spin): 40.7 kcal per mole
- Max |F|: 5.24 eV/Å
- Energy: -36721.625 eV

```
! wB97M-V def2-TZVPD RIJCOSX def2/J DEFGRID3
* xyz 0 1
C 1.379 -1.891 2.109
C -0.308 2.320 -0.685
O -0.024 0.534 1.198
S -0.896 -0.495 -1.427
S 2.269 -2.741 1.039
S 0.490 0.692 -0.165
H -0.469 -1.698 -1.428
H 0.841 -0.981 1.731
H 1.322 -2.058 3.195
H -1.426 2.304 -0.559
H 0.257 2.909 -0.102
H -0.386 2.455 -1.734
*
```

Atomic partial charges in e from the natural (NBO) method, atoms 1 to 4: -0.45 -0.78 -0.94 -0.27


This record from the Open Molecules 2025 dataset describes the molecule C2H6OSi at a distorted geometry. The level of theory is ωB97M-V with the def2-TZVPD basis set.

Computed properties:
- E_LUMO (spin up / spin down): -0.020 / 0.024 hartree
- Energy relative to the best compared isomer or geometry (same formula, charge and spin): 79.7 kcal per mole
- Max |F|: 2.81 eV/Å
- Energy: -12093.396 eV

```
! wB97M-V def2-TZVPD RIJCOSX def2/J DEFGRID3
* xyz 0 1
C -0.683 -1.230 -1.749
C 0.906 0.539 1.391
O -0.828 -0.122 -0.963
Si -0.099 1.087 -0.124
H 0.268 -1.750 -1.655
H -1.537 -1.528 -2.376
H 0.421 0.561 2.367
H 1.294 -0.442 1.243
H 1.653 1.295 1.646
H -1.396 1.590 0.220
*
```

Atomic partial charges in e from the natural (NBO) method, atoms 1 to 4: -0.04 -1.14 -0.85 1.21


This record from the Open Molecules 2025 dataset describes the molecule C2H6OSi2 at a distorted geometry. The level of theory is ωB97M-V with the def2-TZVPD basis set.

Computed properties:
- E_LUMO (spin up / spin down): 0.022 / -0.148 hartree
- Energy relative to the best compared isomer or geometry (same formula, charge and spin): 12.2 kcal per mole
- Max |F|: 9.46 eV/Å
- Energy: -19967.367 eV

```
! wB97M-V def2-TZVPD RIJCOSX def2/J DEFGRID3
* xyz 0 3
C -3.385 1.086 -0.234
C -2.429 0.357 -0.046
O 0.516 -0.464 0.154
Si 1.884 0.378 0.206
Si -1.208 -0.958 0.221
H -4.114 1.661 -0.600
H 2.495 0.377 -1.207
H 1.838 1.664 0.637
H 2.608 -0.460 1.038
H -1.415 -1.568 1.450
H -1.605 -1.945 -0.733
*
```

Atomic partial charges in e from the natural (NBO) method, atoms 1 to 4: -0.13 -0.33 -1.28 1.31


Look up the max |F| of the second one.
4.83 eV/Å


What is the energy in the eleventh record?
-12093.396 eV


energy of number 8 (C2H6OS2)?
-25888.356 eV